# 1
Computed, not measured: one molecule with the formula C17H17N5OS at a distorted geometry, with the ωB97M-V functional and the def2-TZVPD basis.

Kohn-Sham gap   0.337 Eh
Relative energy (zero: lowest compared OMol25 entry of this formula, charge and spin)   120.3 kJ/mol
Lowest unoccupied orbital energy   0.58 eV
E   -38237.963 eV
Spin multiplicity   1
HOMO level   -8.599 eV
Total charge   0
Largest force on an atom   0.0242 hartree/bohr

Positions of all 41 atoms, in Å:
O (-1.067, 2.246, 1.230)
C (-0.862, 1.108, 0.852)
N (-1.786, 0.133, 0.976)
C (-1.699, -1.218, 0.476)
H (-2.101, -1.887, 1.246)
C (-2.549, -1.336, -0.789)
C (-3.948, -0.850, -0.522)
C (-4.997, -1.251, -1.340)
C (-6.286, -0.809, -1.109)
C (-6.540, 0.042, -0.046)
C (-5.502, 0.447, 0.772)
C (-4.203, 0.011, 0.541)
C (-3.106, 0.469, 1.467)
H (-3.253, 0.009, 2.455)
H (-3.141, 1.554, 1.593)
H (-5.693, 1.113, 1.601)
H (-7.544, 0.391, 0.143)
H (-7.091, -1.129, -1.753)
H (-4.795, -1.918, -2.165)
H (-2.104, -0.727, -1.583)
H (-2.569, -2.370, -1.136)
H (-0.667, -1.502, 0.283)
C (0.475, 0.705, 0.236)
C (1.393, 1.925, 0.165)
N (2.689, 1.547, -0.306)
N (3.186, 1.925, -1.455)
N (4.349, 1.395, -1.568)
C (4.551, 0.670, -0.443)
N (3.498, 0.759, 0.367)
C (5.740, -0.078, -0.180)
C (6.847, -0.171, -0.980)
C (7.847, -0.988, -0.422)
C (7.489, -1.501, 0.786)
S (5.921, -1.000, 1.275)
H (8.056, -2.149, 1.426)
H (8.791, -1.185, -0.897)
H (6.919, 0.335, -1.925)
H (0.997, 2.672, -0.524)
H (1.483, 2.368, 1.161)
H (0.951, -0.058, 0.857)
H (0.319, 0.301, -0.767)

Atomic forces in eV per Å
O 0.1 0.4 0.0
C 0.4 -0.2 -0.1
N -0.4 -0.1 0.2
C 0.1 -0.2 -0.4
H 0.1 0.0 0.0
C 0.1 0.0 0.2
C 0.0 0.0 0.0
C 0.0 0.0 0.0
C 0.0 -0.1 -0.1
C 0.0 0.1 0.1
C 0.0 0.0 0.0
C 0.0 -0.1 -0.1
C -0.1 0.3 0.3
H 0.0 0.1 -0.1
H 0.0 -0.2 0.0
H 0.0 0.1 0.1
H -0.1 0.0 0.0
H -0.1 0.0 -0.1
H 0.0 -0.1 -0.1
H 0.1 -0.1 0.0
H 0.0 0.0 0.0
H 0.0 0.0 0.1
C 0.0 0.4 0.1
C -0.9 0.1 0.3
N 0.8 -0.2 -0.2
N -0.8 0.6 -0.4
N 0.7 -0.3 -0.1
C -1.1 0.5 0.0
N 0.4 -0.3 0.3
C 0.7 -0.6 0.4
C -0.5 0.2 0.2
C 0.2 -0.2 0.2
C -0.3 0.1 0.1
S 0.3 0.2 -0.5
H 0.2 -0.1 0.1
H 0.2 -0.1 0.0
H 0.0 0.1 -0.2
H 0.1 -0.1 0.1
H 0.0 0.0 -0.2
H 0.0 -0.1 -0.1
H 0.0 -0.1 0.0

=====

# 2
Computed, not measured: a 11-piece molecular cluster, C30H84B2F14N7O13S2 overall at a distorted geometry, with the ωB97M-V functional and the def2-TZVPD basis.

Kohn-Sham gap   0.377 Eh
Relative energy (zero: lowest compared OMol25 entry of this formula, charge and spin)   29.8 kJ/mol
Lowest unoccupied orbital energy   -4.61 eV
E   -130577.734 eV
Spin multiplicity   1
HOMO level   -14.858 eV
Total charge   +3
Largest force on an atom   0.0878 hartree/bohr

Positions of all 152 atoms, in Å:
C (-3.303, 0.696, 8.436)
C (-4.026, -0.710, 8.491)
C (-5.321, -0.766, 9.339)
O (-5.906, -1.951, 9.015)
C (-6.928, -2.225, 10.006)
N (-4.274, -1.302, 7.103)
H (-5.174, -0.889, 6.809)
H (-3.694, -1.052, 6.290)
H (-4.348, -2.332, 7.089)
H (-2.278, 0.560, 8.511)
H (-3.487, 1.202, 9.407)
H (-3.671, 1.285, 7.583)
H (-3.396, -1.448, 8.957)
H (-5.969, 0.097, 9.141)
H (-4.906, -0.748, 10.379)
H (-7.624, -1.447, 10.189)
H (-6.418, -2.587, 10.912)
H (-7.518, -2.967, 9.486)
C (2.172, -7.510, -1.887)
C (1.558, -7.369, -3.261)
C (0.126, -7.792, -3.228)
O (-0.520, -7.197, -4.365)
C (-1.406, -8.058, -5.131)
N (1.702, -6.005, -3.738)
H (2.681, -5.923, -3.847)
H (1.250, -5.901, -4.644)
H (1.433, -5.387, -2.978)
H (2.102, -8.521, -1.541)
H (1.566, -6.860, -1.165)
H (3.216, -7.311, -1.829)
H (2.099, -8.023, -3.884)
H (-0.267, -7.467, -2.264)
H (0.139, -8.928, -3.346)
H (-1.949, -8.635, -4.431)
H (-0.706, -8.640, -5.732)
H (-2.037, -7.398, -5.755)
C (6.877, 3.511, -5.047)
C (7.256, 3.500, -3.557)
C (6.246, 4.305, -2.753)
O (6.542, 4.286, -1.368)
C (5.398, 4.452, -0.525)
N (7.230, 2.151, -2.821)
H (7.758, 1.388, -3.275)
H (7.622, 2.118, -1.882)
H (6.233, 1.865, -2.703)
H (6.755, 4.568, -5.346)
H (5.929, 2.973, -5.255)
H (7.663, 2.975, -5.625)
H (8.232, 3.850, -3.280)
H (5.263, 3.864, -2.885)
H (6.095, 5.322, -3.184)
H (4.924, 5.510, -0.554)
H (5.724, 4.380, 0.530)
H (4.611, 3.672, -0.760)
C (4.432, 0.307, 3.677)
C (4.342, 1.475, 2.659)
C (3.978, 2.929, 2.964)
O (5.051, 3.508, 3.631)
C (4.825, 4.816, 4.043)
N (5.675, 1.440, 1.879)
H (5.961, 0.475, 1.652)
H (5.685, 1.890, 0.963)
H (6.421, 1.845, 2.441)
H (4.300, -0.598, 3.144)
H (3.628, 0.252, 4.445)
H (5.369, 0.267, 4.328)
H (3.602, 1.058, 1.939)
H (3.012, 2.898, 3.498)
H (3.897, 3.392, 1.927)
H (5.775, 5.184, 4.437)
H (4.094, 4.996, 4.841)
H (4.392, 5.470, 3.201)
C (-3.806, -6.005, 1.150)
C (-4.241, -4.909, 0.198)
C (-5.827, -4.783, 0.023)
O (-6.041, -3.654, -0.876)
C (-6.905, -3.877, -1.948)
N (-3.769, -3.586, 0.638)
H (-4.164, -2.930, -0.086)
H (-4.143, -3.273, 1.509)
H (-2.729, -3.604, 0.598)
H (-4.446, -6.864, 0.937)
H (-4.100, -5.744, 2.153)
H (-2.758, -6.235, 1.083)
H (-3.838, -5.081, -0.812)
H (-6.337, -4.715, 0.978)
H (-6.149, -5.692, -0.500)
H (-7.996, -3.994, -1.735)
H (-6.589, -4.763, -2.585)
H (-6.753, -3.035, -2.672)
C (-2.274, 8.531, -3.622)
C (-3.105, 7.591, -4.412)
C (-2.277, 6.837, -5.507)
O (-2.950, 5.653, -5.898)
C (-2.675, 5.121, -7.127)
N (-3.559, 6.584, -3.342)
H (-4.347, 7.054, -2.802)
H (-3.988, 5.807, -3.839)
H (-2.843, 6.117, -2.738)
H (-1.668, 9.132, -4.237)
H (-1.648, 8.031, -2.879)
H (-2.924, 9.189, -3.030)
H (-3.999, 7.905, -4.845)
H (-1.168, 6.566, -5.256)
H (-2.277, 7.580, -6.347)
H (-2.784, 5.926, -7.906)
H (-3.455, 4.378, -7.315)
H (-1.658, 4.802, -7.171)
C (-2.229, 0.422, -1.123)
C (-1.020, -0.002, -0.264)
C (0.209, -0.090, -1.169)
O (1.322, -0.291, -0.320)
C (2.463, -0.706, -1.102)
N (-0.814, 0.935, 0.864)
H (-0.045, 0.622, 1.487)
H (-0.585, 1.862, 0.497)
H (-1.562, 0.901, 1.575)
H (-2.058, -0.019, -2.104)
H (-2.185, 1.449, -1.223)
H (-3.084, -0.074, -0.613)
H (-1.175, -0.981, 0.110)
H (0.419, 0.839, -1.772)
H (0.103, -0.996, -1.750)
H (3.350, -0.452, -0.544)
H (2.526, -0.154, -2.021)
H (2.412, -1.767, -1.341)
B (6.225, -0.029, -0.854)
F (6.536, -0.651, -2.058)
F (5.611, -0.885, 0.125)
F (7.297, 0.614, -0.240)
F (5.214, 0.931, -1.083)
B (-3.260, -0.653, 2.953)
F (-3.574, -1.902, 2.352)
F (-3.512, 0.504, 2.276)
F (-3.899, -0.612, 4.241)
F (-1.882, -0.593, 3.159)
C (0.730, -4.326, 0.909)
F (1.676, -5.260, 0.934)
F (-0.113, -4.243, 1.973)
F (1.289, -3.115, 0.896)
S (-0.168, -4.460, -0.668)
O (-0.834, -5.782, -0.727)
O (-1.117, -3.348, -0.536)
O (0.892, -4.235, -1.672)
C (0.648, 5.384, -1.405)
F (0.591, 6.333, -0.511)
F (0.657, 5.929, -2.622)
F (1.841, 4.742, -1.247)
S (-0.888, 4.448, -1.214)
O (-0.865, 3.507, -2.252)
O (-0.817, 3.820, 0.090)
O (-1.853, 5.540, -1.285)

Atomic forces in eV per Å
C -2.8 -1.0 0.9
C 0.9 0.8 0.2
C 2.4 1.2 -0.6
O -1.4 -0.3 0.8
C 0.7 -2.0 -1.1
N -1.2 0.7 -0.6
H 0.0 -0.7 0.0
H 0.7 0.3 0.3
H -0.3 0.6 0.4
H 2.1 -0.2 -0.8
H -0.5 -0.1 -0.7
H 0.4 0.0 0.4
H 0.6 -0.1 0.1
H 0.0 0.0 0.2
H -0.7 0.2 -0.4
H -0.2 1.4 0.2
H -0.5 0.1 -0.2
H -0.1 -0.7 0.6
C -1.6 1.2 1.2
C 0.2 -1.4 1.4
C -0.6 -1.3 -1.3
O -0.1 0.3 0.6
C 1.6 1.4 -0.2
N 0.3 -0.5 -0.3
H 1.5 0.8 -0.4
H -0.5 0.4 0.2
H -0.9 1.2 0.3
H -0.4 -0.7 0.1
H 1.1 -0.9 -0.8
H 0.9 0.6 -0.1
H 0.7 -0.5 -1.4
H -0.7 -0.1 -0.2
H -0.3 1.4 0.5
H -0.9 -0.8 0.3
H -0.6 -0.5 -0.3
H 0.3 -0.5 0.4
C 0.5 -1.0 0.3
C -0.7 0.1 1.6
C -0.9 0.9 -0.1
O -0.1 0.2 0.0
C -1.0 1.0 0.2
N -0.7 -1.1 -1.3
H -0.6 0.3 -0.3
H 0.0 0.8 0.4
H 0.8 -0.3 0.0
H 0.3 -0.6 0.0
H 0.4 0.4 0.4
H -0.5 0.7 0.1
H 0.7 0.5 -0.6
H -0.4 -0.5 -0.2
H 0.6 -0.4 0.5
H 0.7 -1.6 -0.5
H 0.1 -0.3 -0.6
H 0.7 0.8 0.2
C 0.6 1.2 2.4
C -0.1 -1.7 -0.9
C 0.4 -1.1 -1.4
O -0.3 -0.7 0.4
C -0.5 2.3 -0.5
N -0.1 -0.3 0.4
H -0.3 -0.1 0.1
H -0.4 0.3 0.0
H 0.0 0.2 0.2
H 0.3 -1.0 -0.7
H 0.2 0.7 -0.7
H -1.0 0.2 -1.2
H 0.4 0.8 0.1
H 0.3 0.5 -0.1
H -0.5 -0.1 1.2
H -0.1 0.2 -0.4
H -0.1 -0.9 0.1
H 1.1 -0.8 0.8
C -1.4 0.2 -0.3
C -1.8 -0.5 -0.5
C 1.7 -0.2 -1.6
O 0.4 -0.6 1.8
C -0.3 -0.4 -2.6
N 0.1 -0.1 -2.7
H 0.8 -0.4 0.8
H 0.0 0.1 1.0
H -0.4 0.7 0.1
H 0.5 -0.3 -0.2
H 0.2 0.3 0.6
H 0.3 -0.2 -0.1
H 0.0 0.2 0.4
H -0.2 0.4 0.1
H 0.0 0.1 0.3
H 0.9 0.2 0.3
H -0.3 0.6 1.0
H -0.4 -0.4 0.9
C -0.7 1.0 1.2
C 2.8 -3.4 1.1
C 0.9 0.0 -0.6
O -1.0 1.3 2.8
C -0.6 1.3 -2.0
N -2.0 0.0 -0.4
H 1.6 -1.0 -0.3
H -0.3 -0.3 -0.2
H 0.1 0.7 0.4
H 0.8 0.9 -0.8
H 0.1 -0.2 -0.4
H 0.1 0.1 -0.2
H -1.4 1.0 -0.7
H -1.9 0.8 0.0
H 0.3 -0.6 0.4
H 0.0 -0.7 0.4
H 0.6 -0.2 -0.1
H 0.7 -0.9 -0.2
C 0.6 -3.1 1.3
C 0.0 0.4 -1.9
C 0.6 0.8 1.2
O 0.9 -0.1 -0.3
C -0.4 0.1 0.8
N 0.9 -0.8 1.4
H 0.1 0.1 -1.0
H -0.4 0.7 0.3
H -0.6 0.5 -0.8
H -0.3 -0.1 0.0
H -0.7 2.2 -0.2
H 0.0 1.1 -0.7
H -0.1 -0.9 0.8
H -0.7 -0.8 0.2
H -0.4 0.0 -0.7
H 0.2 -0.3 0.3
H -0.2 0.5 -0.6
H 0.0 -0.1 0.2
B -1.3 -1.3 0.5
F 0.2 0.3 0.6
F 0.8 0.0 -0.4
F 0.6 0.3 -0.2
F -0.1 1.2 -0.5
B 0.6 -0.1 1.7
F -0.1 1.2 0.2
F -1.1 0.3 -1.2
F -0.1 -0.3 -0.1
F 1.0 -0.6 0.1
C -0.4 1.4 -0.2
F -0.5 0.1 1.1
F 0.7 -1.5 -0.5
F 0.8 0.1 -0.1
S -1.7 -0.8 -1.1
O 1.3 1.7 0.2
O 0.3 -0.4 -0.1
O -0.8 -0.4 0.7
C 0.6 -0.2 -0.1
F 0.5 1.2 0.9
F 0.2 0.2 -0.4
F -0.9 -0.1 -0.1
S -0.2 0.5 2.1
O -0.3 -1.7 -2.7
O 0.2 0.0 0.6
O -0.2 -0.2 -0.6